The following is a quantum chemistry calculation of one molecule with the formula C3H3N3O, from the OMol25 dataset.

XYZ file:
```
10
Properties=species:S:1:pos:R:3:forces:R:3
O -1.066370 0.458771 -2.460611 0.30 -0.25 0.41
C -0.326123 0.353300 -1.541725 -0.31 0.13 -0.66
N -0.575685 -0.448339 -0.329355 0.15 -0.05 -0.01
C 0.551698 -1.029338 0.216565 0.08 0.06 0.05
N 0.885598 -0.486949 1.348916 -0.22 -0.19 -0.05
C -0.070823 0.496011 1.494897 -0.11 0.10 0.17
N -0.962138 0.556219 0.551623 0.29 0.23 0.22
H 0.619614 0.907801 -1.404989 -0.07 0.00 -0.31
H 1.070131 -1.846479 -0.273244 -0.07 0.18 0.05
H -0.072639 1.205900 2.308802 -0.05 -0.22 0.12
```
Positions in Å, forces in eV/Å.

As for the LUMO energy: 0.3834 eV. The SMILES is O=Cn1cncn1. As for the multiplicity: 1. As for the HOMO energy: -10.94 eV. The value obtained for the largest force on an atom is 0.74 eV Å⁻¹. As for the energy above the lowest of the compared OMol25 structures with the same formula, charge and spin: 1.742 eV. For the electronic energy, the calculation gives -9675.712 eV.